This record from the Open Molecules 2025 dataset describes a structure of composition C27H40B3F8N5O5V2 in a non-equilibrium geometry. The level of theory is ωB97M-V/def2-TZVPD.

```
90
Properties=species:S:1:pos:R:3:forces:R:3
O -4.87414 -9.87281 -3.60707 0.355 -3.947 1.633
V -4.71921 -11.35313 -2.97918 -4.003 3.060 0.238
O -6.11164 -11.74587 -2.27883 3.439 1.026 -1.810
O -1.70453 -2.43555 -2.36072 -0.038 -0.613 -0.496
V -2.92375 -3.05407 -3.10191 -1.847 1.455 0.521
O -2.47552 -4.11978 -4.11029 0.686 -0.243 -0.059
B -6.10270 -0.24538 -3.43543 1.422 -0.110 0.695
H -6.22800 -1.16024 -3.99359 -0.625 -4.167 -2.642
H -5.18732 0.23249 -3.74841 3.565 2.141 -1.323
H -7.00540 0.30904 -3.64037 -3.573 2.130 -0.946
H -6.04795 -0.44091 -2.37570 0.159 -0.701 4.437
C 3.25300 -8.64422 -0.83472 1.017 0.438 0.094
C 3.55604 -8.18784 -2.21678 -3.948 -0.277 -1.461
O 2.69196 -7.75209 -2.94035 2.821 -0.403 0.605
N 4.96866 -8.51362 -2.79769 -0.697 0.193 -1.470
H 5.57666 -7.74887 -2.54156 0.615 0.060 0.399
H 5.32625 -9.41402 -2.51219 0.208 -0.124 0.949
C 4.94181 -8.59786 -4.33752 -1.271 0.440 0.894
H 3.94340 -8.04821 -0.23787 0.189 -0.637 0.789
H 3.39368 -9.72428 -0.79247 0.445 0.025 0.398
H 2.24046 -8.42233 -0.49764 0.072 0.212 -0.583
H 4.47382 -7.65096 -4.60671 0.450 -0.132 -0.596
H 4.21241 -9.38137 -4.54291 0.298 -0.038 -0.272
H 5.93146 -8.80816 -4.74307 -0.157 0.219 0.218
C 7.26275 10.20751 -11.14875 -0.196 -1.138 -0.015
N 6.97281 9.13117 -10.11577 -0.953 0.337 0.777
C 6.01605 9.37431 -9.16225 0.862 -1.021 0.820
C 5.74917 8.43927 -8.15324 0.405 0.812 -0.526
C 6.36297 7.19215 -8.17120 -0.437 2.676 -0.739
C 7.16631 6.94261 -9.24334 0.481 -1.406 -1.165
C 7.50250 7.87736 -10.20036 -0.660 0.862 0.399
C 6.11336 6.26073 -7.13039 -1.243 -3.254 1.772
C 5.70968 4.92621 -7.43494 0.590 0.444 0.666
C 5.39963 4.01813 -6.42069 -0.382 0.665 -1.011
N 5.43234 4.38936 -5.14746 1.513 2.465 -0.799
C 5.86663 5.64483 -4.80921 -0.182 -0.090 -0.534
C 6.16989 6.61073 -5.76590 -0.009 -0.989 -0.224
C 5.01289 3.52490 -4.11659 -1.057 -2.341 1.219
H 8.33171 10.37215 -11.28413 -0.052 -0.232 0.310
H 6.77824 11.14245 -10.86726 -0.075 -0.325 -0.026
H 6.85024 9.75009 -12.04803 -0.001 0.649 -0.254
H 5.48701 10.31097 -9.06625 0.389 0.319 -0.684
H 5.09221 8.73355 -7.34813 -0.226 0.004 -0.110
H 7.41575 5.89989 -9.37330 0.840 0.077 -0.262
H 8.14353 7.64726 -11.03853 0.077 0.144 -0.009
H 5.65912 4.55761 -8.44883 -0.118 0.127 -0.100
H 5.01530 3.02594 -6.60571 0.135 -0.076 -0.228
H 5.93959 5.79551 -3.74226 -0.031 0.303 -0.021
H 6.50700 7.59993 -5.49338 -0.042 -0.039 0.330
H 5.73404 3.42277 -3.30567 -0.208 0.625 0.085
H 4.90242 2.50277 -4.47873 0.156 0.081 -0.384
H 3.99290 3.78178 -3.83068 0.234 0.301 0.533
C -7.29748 1.09514 15.96216 -0.448 0.732 0.064
N -6.66720 0.79370 14.65555 0.577 1.217 0.136
C -6.40061 -0.46727 14.35345 0.493 -0.452 -0.870
C -5.81228 -0.77596 13.13578 -0.148 -0.151 -0.414
C -5.53325 0.19807 12.14704 -0.902 -0.128 2.010
C -5.83276 1.52237 12.50333 -0.370 -0.544 1.098
C -6.32544 1.79593 13.81041 0.173 -0.548 -1.608
C -4.97264 -0.21307 10.85139 1.625 1.261 -0.723
C -3.74497 0.37993 10.40253 -1.519 0.405 0.829
C -3.14699 0.00737 9.22528 0.655 0.666 2.071
N -3.69629 -0.95034 8.54303 -1.220 -2.111 -2.155
C -4.89207 -1.49668 8.90209 -0.318 -0.894 0.203
C -5.57524 -1.17546 10.05187 1.239 0.824 0.614
C -2.95905 -1.53066 7.37944 0.796 -0.842 -0.028
H -7.28742 0.23574 16.63255 0.266 0.091 -0.245
H -8.33337 1.38006 15.77817 -0.010 -0.099 -0.043
H -6.80499 1.96101 16.40467 0.124 -0.235 0.062
H -6.64079 -1.17949 15.12899 0.008 -0.277 -0.259
H -5.62331 -1.81923 12.93016 0.129 -0.079 0.044
H -5.75791 2.29383 11.75123 0.222 0.374 0.326
H -6.45643 2.81555 14.14147 -0.286 -0.037 0.099
H -3.27484 1.16679 10.97370 0.020 -0.091 0.217
H -2.13514 0.30376 8.99137 -0.163 0.304 -0.387
H -5.32581 -2.35188 8.40521 0.621 0.121 -0.989
H -6.44132 -1.70082 10.42642 -0.189 -0.099 -0.559
H -1.87534 -1.47327 7.48136 -0.027 0.469 0.801
H -3.10718 -1.05394 6.41047 -0.964 -0.076 0.233
H -3.11637 -2.60856 7.41765 -0.507 0.179 -0.545
B -0.74148 -0.09487 -8.67903 -0.749 -0.274 -1.269
F 0.54319 0.32736 -8.76950 2.649 1.125 0.052
F -1.53538 0.80678 -9.41474 -0.403 0.026 0.333
F -0.79440 -1.36033 -9.23412 -0.374 -1.237 -0.791
F -1.08159 -0.22679 -7.36543 -0.835 0.370 1.899
B -5.03564 -6.16684 0.33780 -1.265 0.281 1.366
F -3.72570 -6.27590 0.17924 4.435 -0.346 -1.187
F -5.19171 -5.51120 1.55339 -0.777 1.615 0.788
F -5.56089 -5.54962 -0.77730 -0.714 0.760 -0.726
F -5.55514 -7.40294 0.55722 -1.239 -2.287 -0.480
```
Positions in Å, forces in eV/Å.

Multiplicity: 1
LUMO energy: -0.3574 Eh
Calculated total energy: -121440.696 eV
M: 800.95 g/mol
Charge: +4